Record 1
45
Properties=species:S:1:pos:R:3 method="wB97M-V/def2-TZVPD" total_charge=0 e_above_lowest_kj_mol=219.77 homo_lumo_gap_ha=0.30736 e_homo_ev=-9.93 fmax_ev_per_a=11.048
N -0.012 3.953 -2.324
H -0.958 4.041 -2.232
H 0.204 3.230 -2.982
H 0.399 3.530 -1.560
H 0.465 4.704 -2.903
F 0.236 1.481 -0.813
C -0.593 -0.606 -3.740
C -0.686 -1.211 -2.346
C -2.141 -1.064 -1.787
O -2.625 -2.422 -1.595
C -1.631 -3.204 -1.739
O -1.721 -4.418 -1.507
O -0.600 -2.623 -2.187
H -1.142 -1.036 -4.406
H 0.290 -0.544 -4.254
H -0.593 0.512 -3.545
H 0.077 -0.941 -1.739
H -3.017 -0.738 -2.379
H -2.055 -0.453 -0.907
C 2.033 -2.081 0.954
C 2.811 -1.128 0.072
C 3.036 0.164 0.783
O 4.410 0.114 1.148
C 4.930 -0.933 0.497
O 6.137 -1.189 0.659
O 4.124 -1.589 -0.190
H 2.640 -2.061 1.880
H 2.405 -2.900 0.409
H 0.989 -1.647 1.044
H 2.366 -0.978 -0.933
H 1.968 0.445 1.451
H 2.853 0.993 0.163
C -0.361 0.846 3.474
C -1.786 1.271 3.050
C -2.199 0.712 1.611
O -3.408 0.042 1.897
C -3.667 0.308 3.219
O -4.655 0.027 3.812
O -2.635 0.866 3.893
H -0.281 1.675 4.164
H 0.497 0.963 2.956
H -0.452 -0.004 3.990
H -1.808 2.510 2.928
H -1.546 -0.036 1.256
H -2.297 1.418 0.759

Record 2
38
Properties=species:S:1:pos:R:3 method="wB97M-V/def2-TZVPD" total_charge=+2 homo_lumo_gap_ha=0.11302 e_homo_ev=-15.97 fmax_ev_per_a=3.100
C 1.119 0.427 3.993
O -0.154 -0.162 4.211
C -0.810 -0.601 3.070
C -1.833 0.447 2.600
C -1.933 0.684 1.100
C -0.955 1.637 0.453
C 0.499 1.142 0.250
C 1.012 1.227 -1.214
C 2.046 0.166 -1.598
C 1.542 -1.152 -2.187
C 0.033 -1.495 -2.014
C -0.622 -1.479 -3.398
C 0.515 -0.936 -4.288
O 0.407 -0.465 -5.390
O 1.673 -1.080 -3.579
H 1.727 0.207 4.849
H 1.615 0.027 3.123
H 1.030 1.500 3.939
H -0.118 -0.900 2.286
H -1.349 -1.488 3.358
H -2.801 0.096 2.903
H -1.684 1.398 3.078
H -2.926 1.049 0.899
H -1.860 -0.389 0.613
H -1.329 1.908 -0.520
H -0.963 2.521 1.060
H 1.140 1.766 0.836
H 0.648 0.127 0.592
H 0.200 1.320 -1.923
H 1.537 2.161 -1.266
H 2.679 0.589 -2.353
H 2.670 0.007 -0.739
H 2.135 -1.948 -1.775
H -0.470 -1.009 -1.130
H 0.056 -2.545 -1.729
H -0.915 -2.447 -3.760
H -1.480 -0.828 -3.527
Hg -2.086 -1.484 -0.820

Record 3
46
Properties=species:S:1:pos:R:3 method="wB97M-V/def2-TZVPD" total_charge=+2 s_squared=0.8068 e_above_lowest_kj_mol=882.79 homo_lumo_gap_ha="0.24773 / 0.25860" e_homo_ev="-15.41 / -15.43" spin_multiplicity=2 fmax_ev_per_a=4.975
Ir 1.305 0.126 0.477
O 1.104 -1.858 1.484
S -0.405 -1.804 1.694
O -0.810 -0.275 1.182
O -0.814 -1.190 -0.033
C -0.320 -1.299 3.491
C -0.665 -2.363 4.302
C -0.619 -2.247 5.696
C -0.264 -1.052 6.287
C 0.077 0.038 5.495
C 0.074 -0.087 4.105
S 0.954 1.262 3.416
O 2.027 0.680 2.545
O -0.153 1.839 2.255
O 0.415 1.992 1.038
H -0.976 -3.300 3.851
H -0.866 -3.101 6.312
H -0.229 -0.964 7.364
H 0.362 0.977 5.954
C 5.722 0.145 -0.751
P 4.233 -0.755 -0.379
C 4.135 -2.177 -1.445
C 4.333 -1.300 1.314
O 2.996 0.187 -0.631
H 6.542 -0.563 -0.883
H 5.963 0.817 0.073
H 5.598 0.723 -1.667
H 4.927 -2.886 -1.194
H 4.252 -1.865 -2.484
H 3.168 -2.666 -1.323
H 5.215 -1.929 1.444
H 3.448 -1.876 1.587
H 4.405 -0.426 1.963
C 2.064 3.348 -1.178
Sb 0.697 1.793 -1.548
C 1.208 1.100 -3.467
C -1.209 2.682 -1.577
H 2.075 3.990 -2.058
H 3.046 2.913 -1.010
H 1.741 3.905 -0.302
H 1.187 1.972 -4.121
H 0.494 0.354 -3.805
H 2.209 0.678 -3.423
H -1.257 3.270 -2.493
H -1.289 3.312 -0.695
H -1.985 1.920 -1.568

Record 4
43
Properties=species:S:1:pos:R:3 method="wB97M-V/def2-TZVPD" total_charge=0 e_above_lowest_kj_mol=0.00 homo_lumo_gap_ha=0.34341 e_homo_ev=-8.91 smiles="CNC(=O)[C@@H](CC(N)=O)NC(=O)[C@@H](CCSC)NC(C)=O" fmax_ev_per_a=3.424
C 1.903 -3.282 -1.959
N 1.000 -2.175 -1.689
C 0.344 -1.581 -2.673
O 0.437 -1.903 -3.864
C -0.624 -0.461 -2.284
C -2.139 -0.975 -2.472
C -2.393 -2.406 -2.063
N -2.397 -3.296 -3.034
O -2.686 -2.732 -0.920
N -0.406 -0.040 -0.856
C 0.134 1.128 -0.537
O 0.633 1.853 -1.389
C 0.324 1.405 0.959
C -0.202 2.831 1.372
C 0.352 3.226 2.789
S 2.126 3.485 3.017
C 2.520 4.656 1.639
N -0.333 0.403 1.876
C -0.006 -0.861 2.071
C -0.198 -1.404 3.379
O 0.425 -1.541 1.131
H 2.036 -3.723 -0.985
H 1.396 -3.972 -2.673
H 2.846 -3.073 -2.483
H 0.726 -1.804 -0.741
H -0.630 0.323 -3.040
H -2.406 -0.889 -3.475
H -2.765 -0.320 -1.859
H -2.076 -3.087 -3.950
H -2.918 -4.172 -2.805
H -0.489 -0.740 -0.112
H 1.348 1.254 1.204
H -0.186 3.630 0.597
H -1.291 2.580 1.480
H -0.117 2.607 3.486
H -0.086 4.151 3.069
H 1.672 5.381 1.642
H 3.445 5.189 1.875
H 2.706 4.247 0.683
H -1.162 0.640 2.324
H 0.035 -0.643 4.141
H -1.217 -1.564 3.562
H 0.317 -2.341 3.565

Record 5
40
Properties=species:S:1:pos:R:3 method="wB97M-V/def2-TZVPD" total_charge=+1 e_above_lowest_kj_mol=471.31 homo_lumo_gap_ha=0.24748 e_homo_ev=-11.21 smiles="C=CCc1n[nH+]cc(CC(N)(N)N)c1CCCO" fmax_ev_per_a=4.374
C 1.959 -3.833 2.273
C 0.917 -4.197 1.340
C -0.148 -3.059 0.921
C 0.571 -2.022 -0.097
N 1.890 -2.317 -0.484
N 2.480 -1.491 -1.325
C 2.080 -0.275 -1.944
C 0.619 0.213 -1.622
C 0.041 1.560 -2.242
C 0.670 2.781 -1.358
N 0.762 2.221 0.058
N 2.089 3.056 -1.776
N -0.187 4.002 -1.365
C -0.119 -0.761 -0.670
C -1.643 -0.418 -0.290
C -1.926 -0.349 1.289
C -3.323 0.451 1.527
O -3.580 0.605 2.964
H 3.047 -4.001 1.944
H 1.757 -3.414 3.313
H 0.863 -5.248 0.885
H -1.121 -3.477 0.506
H -0.323 -2.447 1.880
H 3.442 -1.786 -1.596
H 2.778 0.296 -2.658
H 0.435 1.607 -3.326
H -1.094 1.607 -2.315
H 1.535 2.683 0.552
H -0.150 2.391 0.504
H 2.650 2.314 -1.316
H 2.391 3.927 -1.297
H 0.208 4.597 -0.606
H -1.098 3.683 -0.977
H -2.344 -1.164 -0.827
H -1.943 0.614 -0.716
H -2.162 -1.431 1.618
H -1.082 0.094 1.911
H -4.219 -0.086 1.073
H -3.207 1.502 1.093
H -3.517 1.571 3.159

Record 6
46
Properties=species:S:1:pos:R:3 method="wB97M-V/def2-TZVPD" total_charge=0 s_squared=6.1570 e_above_lowest_kj_mol=0.00 homo_lumo_gap_ha="0.30872 / 0.32636" e_homo_ev="-8.24 / -8.70" spin_multiplicity=5 fmax_ev_per_a=0.645
Mn 0.072 -0.091 0.496
N 2.041 -0.165 -0.625
N 2.883 0.982 -0.461
C 2.397 2.165 -0.933
N 3.041 3.252 -0.454
S 1.179 2.240 -2.056
H 2.571 -0.968 -0.291
H 1.888 -0.271 -1.631
H 3.296 0.982 0.469
H 3.794 3.188 0.209
H 2.770 4.151 -0.808
O -1.168 -1.032 -0.787
N -1.138 -2.319 -0.844
N -0.315 -2.839 -0.037
O 0.455 -2.124 0.741
C -0.207 -4.283 0.038
C 0.890 -4.806 0.695
C 1.004 -6.186 0.788
C 0.037 -7.009 0.232
C -1.059 -6.454 -0.418
C -1.194 -5.078 -0.515
H 1.616 -4.143 1.141
H 1.853 -6.613 1.304
H 0.132 -8.083 0.314
H -1.820 -7.092 -0.846
H -2.045 -4.631 -1.007
C -2.867 -0.731 2.431
Ge -2.587 1.170 2.080
C -2.100 2.071 3.738
C -4.261 1.949 1.463
C -1.243 1.409 0.694
H -3.334 -0.892 3.403
H -1.916 -1.272 2.425
H -3.504 -1.171 1.665
H -2.938 2.024 4.434
H -1.874 3.120 3.548
H -1.236 1.623 4.220
H -5.024 1.919 2.240
H -4.634 1.410 0.593
H -4.103 2.989 1.177
H -0.727 2.369 0.754
H -1.742 1.356 -0.283
I 2.771 -0.363 2.740
C 0.879 0.548 2.270
H 0.245 0.198 3.085
H 1.040 1.619 2.389

Record 7
49
Properties=species:S:1:pos:R:3 method="wB97M-V/def2-TZVPD" total_charge=+1 homo_lumo_gap_ha=0.26857 e_homo_ev=-12.46 fmax_ev_per_a=1.970
O 8.389 2.181 -1.104
C 7.787 2.435 -2.103
I 7.457 0.975 -3.672
C 7.130 3.783 -2.404
C 5.663 3.586 -2.507
C 4.946 3.947 -3.589
C 3.604 3.659 -3.556
N 3.066 3.076 -2.520
P 1.295 2.667 -2.553
S 0.719 2.080 -4.281
N 3.713 2.733 -1.406
C 4.981 3.000 -1.444
H 7.393 4.482 -1.623
H 7.515 4.179 -3.333
H 5.401 4.414 -4.438
H 2.968 3.896 -4.388
H 1.139 1.678 -1.571
H 0.671 3.822 -2.053
H 5.541 2.734 -0.566
O -0.459 0.764 0.302
S -0.473 0.276 1.655
O 0.730 0.296 2.425
O -1.101 -1.169 1.670
C -0.522 -2.193 0.829
C 0.809 -2.699 1.353
C -1.745 1.084 2.561
H -0.436 -1.820 -0.193
H -1.252 -2.996 0.821
H 1.574 -1.924 1.325
H 1.153 -3.536 0.746
H 0.713 -3.025 2.388
H -2.665 1.058 1.986
H -1.424 2.112 2.718
H -1.865 0.579 3.515
O -3.695 -2.809 0.645
S -4.734 -2.234 1.444
O -4.528 -1.992 2.837
O -6.060 -3.077 1.237
C -6.013 -4.499 1.495
C -5.956 -4.829 2.973
C -5.300 -0.749 0.686
H -5.175 -4.940 0.953
H -6.927 -4.897 1.060
H -5.026 -4.487 3.423
H -6.025 -5.907 3.117
H -6.775 -4.346 3.505
H -5.481 -0.935 -0.368
H -4.515 -0.008 0.813
H -6.207 -0.425 1.189

Record 8
43
Properties=species:S:1:pos:R:3 method="wB97M-V/def2-TZVPD" total_charge=+3 e_above_lowest_kj_mol=0.00 homo_lumo_gap_ha=0.17920 e_homo_ev=-18.87 fmax_ev_per_a=4.645
Sn -1.115 0.875 0.488
P 0.204 -0.177 2.418
C 1.599 -0.903 1.619
C 1.224 -1.589 0.331
N 0.178 -1.147 -0.415
C 0.086 -1.450 -1.741
C 0.872 -2.473 -2.322
C 1.866 -3.043 -1.524
C 2.088 -2.548 -0.226
C -1.028 -0.847 -2.659
P -1.414 0.826 -2.094
H 2.883 -2.898 0.415
H 0.701 -2.836 -3.357
H 2.576 -3.783 -1.935
H -0.618 -0.832 -3.698
H -1.968 -1.452 -2.647
H 2.372 -0.156 1.326
H 2.173 -1.538 2.296
H 2.201 1.756 0.562
O 2.966 1.017 0.615
H 3.572 1.309 1.323
H 0.473 2.558 0.462
O 1.446 2.866 0.688
H 1.678 3.205 -0.214
C -0.178 1.929 -2.867
H -0.155 1.778 -3.956
H -0.397 2.994 -2.684
H 0.850 1.741 -2.513
C -3.008 1.266 -2.694
H -3.302 2.270 -2.436
H -3.074 1.179 -3.764
H -3.769 0.622 -2.282
C -0.709 -1.506 3.302
H -0.123 -1.865 4.167
H -1.689 -1.192 3.687
H -0.880 -2.356 2.624
C 0.790 1.021 3.677
H -0.042 1.417 4.294
H 1.500 0.503 4.353
H 1.292 1.876 3.179
O -5.086 0.913 1.808
C -4.059 0.512 1.397
N -2.975 0.156 0.997

Record 9
47
Properties=species:S:1:pos:R:3 method="wB97M-V/def2-TZVPD" total_charge=0 homo_lumo_gap_ha=0.36730 e_homo_ev=-9.56 smiles="C#CCN(N)C(=O)O[PH2]=O.CCOC(=O)OC.CCOC(=O)OC" fmax_ev_per_a=2.287
C -4.392 0.129 3.006
C -4.551 -1.040 3.177
C -4.602 -2.512 3.345
N -3.750 -3.085 2.267
N -4.609 -3.549 1.213
C -3.018 -4.168 2.867
O -3.485 -5.130 3.356
O -1.638 -3.981 2.860
P -1.122 -2.661 3.697
O 0.207 -2.259 3.222
H -4.066 1.053 2.593
H -5.625 -2.887 3.301
H -4.158 -2.768 4.310
H -4.850 -2.720 0.675
H -4.086 -4.128 0.563
H -0.995 -2.952 5.077
H -2.010 -1.566 3.584
C 1.116 4.597 1.541
C 0.361 4.364 0.249
O 0.557 3.031 -0.245
C -0.121 2.075 0.389
O -0.874 2.233 1.315
O 0.198 0.907 -0.165
C -0.384 -0.226 0.487
H 2.173 4.358 1.413
H 1.024 5.637 1.854
H 0.736 3.963 2.341
H 0.744 5.028 -0.524
H -0.703 4.573 0.360
H -1.466 -0.121 0.567
H 0.061 -0.364 1.471
H -0.164 -1.101 -0.120
C 1.437 1.316 -3.949
C 2.056 0.353 -2.958
O 3.002 -0.523 -3.594
C 4.179 0.021 -3.890
O 4.517 1.153 -3.667
O 4.923 -0.907 -4.498
C 6.187 -0.429 -4.958
H 0.997 0.772 -4.786
H 0.664 1.913 -3.465
H 2.185 1.993 -4.362
H 1.281 -0.289 -2.544
H 2.523 0.877 -2.125
H 6.746 0.043 -4.152
H 6.047 0.268 -5.783
H 6.745 -1.291 -5.315

Record 10
53
Properties=species:S:1:pos:R:3 method="wB97M-V/def2-TZVPD" total_charge=0 e_above_lowest_kj_mol=6.86 homo_lumo_gap_ha=0.39236 e_homo_ev=-10.59 fmax_ev_per_a=2.245
Ag -0.835 0.630 0.533
As -3.018 0.985 -1.951
F -2.129 -0.466 -1.585
F -4.288 0.098 -2.775
F -3.902 2.460 -2.209
F -1.690 1.849 -1.079
F -2.224 1.209 -3.469
F -3.802 0.792 -0.407
C 3.156 -2.265 -3.463
C 2.039 -1.354 -2.985
O 0.970 -2.149 -2.493
C 0.491 -1.999 -1.280
O 0.606 -1.033 -0.571
O -0.083 -3.125 -0.943
C -0.651 -3.230 0.370
H 4.085 -1.704 -3.565
H 2.908 -2.602 -4.476
H 3.320 -3.182 -2.904
H 1.704 -0.649 -3.742
H 2.413 -0.763 -2.138
H -0.147 -2.493 0.993
H -0.534 -4.255 0.703
H -1.718 -3.015 0.310
C -4.601 -0.052 2.846
C -4.046 -1.451 2.504
O -2.983 -1.820 3.380
C -1.769 -1.363 3.184
O -1.460 -0.708 2.217
O -0.967 -1.914 4.063
C 0.378 -1.527 4.114
H -4.575 0.174 3.906
H -5.595 -0.005 2.403
H -3.989 0.657 2.285
H -3.726 -1.475 1.462
H -4.812 -2.213 2.625
H 0.618 -0.602 4.640
H 0.876 -1.490 3.140
H 0.942 -2.308 4.628
C 4.843 3.606 0.951
C 3.336 3.439 0.777
O 3.103 2.998 -0.569
C 1.914 2.511 -0.911
O 1.072 2.225 -0.106
O 1.846 2.474 -2.212
C 0.674 1.891 -2.780
H 5.249 4.315 0.241
H 5.268 2.603 0.948
H 4.948 3.946 1.985
H 2.825 4.406 0.841
H 2.892 2.661 1.403
H -0.164 2.590 -2.799
H 0.319 1.026 -2.223
H 0.918 1.666 -3.815

Record 11
48
Properties=species:S:1:pos:R:3 method="wB97M-V/def2-TZVPD" total_charge=+1 homo_lumo_gap_ha=0.25138 e_homo_ev=-11.83 fmax_ev_per_a=5.063
C 0.876 -2.617 0.848
O 0.035 -1.399 0.848
B 0.729 -0.345 1.558
O 0.788 -0.516 3.001
C 1.351 0.953 0.809
C 2.900 1.030 0.545
Cl 4.030 -0.305 1.004
C 3.365 2.361 -0.187
P 5.229 2.587 -0.628
O 6.119 2.986 0.774
O 5.823 1.179 -1.399
N 2.509 3.415 -0.558
N 1.217 3.263 -0.302
C 0.344 4.441 -0.729
N 0.008 5.334 0.425
C 0.502 2.183 0.308
C -1.071 2.082 0.530
C -1.642 1.074 -0.626
C -3.070 1.531 -1.198
Br -0.397 1.049 -2.218
H 1.077 -2.845 -0.261
H 1.842 -2.335 1.417
H 0.397 -3.491 1.402
H 0.810 0.402 3.369
H 6.844 3.575 0.439
H 6.000 0.452 -0.757
H 0.942 5.089 -1.463
H -0.585 4.051 -1.270
H -0.847 5.017 0.900
H 0.788 5.393 1.094
H -1.362 1.621 1.550
H -1.627 3.079 0.478
H -1.712 -0.009 -0.269
H -3.835 1.769 -0.383
H -2.955 2.379 -1.972
H -3.505 0.643 -1.797
C -2.870 -3.517 0.284
C -2.244 -4.410 -0.776
C -3.190 -5.526 -1.188
O -1.036 -4.975 -0.268
H -3.102 -4.088 1.189
H -2.174 -2.726 0.579
H -3.790 -3.055 -0.082
H -1.978 -3.811 -1.652
H -3.433 -6.167 -0.335
H -2.723 -6.167 -1.942
H -4.120 -5.124 -1.599
H -1.259 -5.508 0.507

Number 1: E_tot -1301.9870 hartree. Number 2: E_tot -848.6805 hartree. Number 3: E_tot -2478.4990 hartree. Number 4: E_tot -1388.6463 hartree. Number 5: E_tot -818.9714 hartree. Number 6: E_tot -4818.9969 hartree. Number 7: E_tot -2940.5515 hartree. Number 8: E_tot -1702.1847 hartree. Number 9: E_tot -1598.9924 hartree. Number 10: E_tot -4130.8872 hartree. Number 11: E_tot -4412.2036 hartree.